Record 1
The following is a quantum chemistry calculation of a molecular structure, C47H46AsCl2F4N7ORe, from the Open Molecules 2025 dataset.

XYZ file:
```
109
Properties=species:S:1:pos:R:3:forces:R:3
Re 0.875 -1.803 -2.920 -0.64 1.80 1.37
C 5.399 -0.864 -0.684 1.20 0.25 0.81
C 5.747 -2.074 0.170 -1.59 -0.83 1.68
N 5.155 -3.340 -0.325 0.98 1.38 -0.82
C 5.889 -4.528 -0.024 0.46 -0.15 -0.68
C 6.025 -5.428 -1.286 -0.09 -0.59 0.99
C 3.758 -3.465 -0.640 0.06 -0.41 -0.19
C 3.387 -3.296 -2.140 0.96 -0.26 -1.01
N 1.945 -3.428 -2.428 -0.41 0.24 -0.42
C 1.269 -4.600 -2.150 -0.25 0.02 1.54
C -0.096 -4.533 -1.730 0.76 -0.25 -0.53
F -0.818 -3.531 -2.310 -0.08 -0.66 0.61
C -0.700 -5.460 -0.907 -1.69 0.24 -1.45
F -2.023 -5.252 -0.632 1.04 -0.16 0.15
C -0.104 -6.674 -0.658 1.92 0.75 -0.55
C 1.190 -6.812 -1.214 -1.29 -1.32 1.67
F 1.828 -7.954 -0.855 0.06 0.55 -0.68
C 1.844 -5.854 -1.954 1.13 -0.65 -0.67
F 3.076 -6.198 -2.481 -1.24 0.67 0.75
H 6.269 -0.188 -0.702 -0.44 0.00 0.04
H 4.552 -0.345 -0.253 -0.20 0.19 -0.24
H 5.219 -1.157 -1.694 -0.21 -0.12 -0.71
H 5.344 -1.915 1.209 0.01 0.26 -0.55
H 6.805 -2.218 0.432 -0.14 -0.05 -0.98
H 5.351 -5.041 0.805 0.79 -0.28 -0.22
H 6.925 -4.219 0.248 -0.91 -0.32 0.27
H 5.120 -6.061 -1.322 0.60 0.09 -0.41
H 6.931 -6.061 -1.170 -0.66 0.14 -0.21
H 6.116 -4.832 -2.205 -0.01 -0.12 0.41
H 3.162 -2.769 -0.075 -0.41 0.42 0.52
H 3.444 -4.492 -0.370 -0.01 0.40 0.16
H 3.933 -4.094 -2.687 -0.13 0.73 0.10
H 3.706 -2.293 -2.540 -0.26 -1.01 0.43
H -0.530 -7.434 -0.041 -0.17 -0.31 0.14
Cl 4.134 -0.250 -5.068 0.05 -0.41 -0.15
C 2.817 0.847 -5.011 -0.89 0.68 1.94
C 2.732 1.886 -5.949 -1.77 0.99 -1.14
C 1.621 2.759 -5.934 1.21 -0.94 1.43
Cl 0.988 3.674 -7.204 0.58 0.51 -1.52
C 0.923 2.955 -4.728 -0.49 -0.64 2.25
C 0.057 4.060 -4.432 -0.39 0.63 1.06
C -0.475 4.241 -3.139 0.09 0.27 -2.20
C -0.284 3.199 -2.258 0.73 -0.72 1.46
N 0.474 2.141 -2.456 0.22 -0.41 -0.37
C 1.134 2.002 -3.633 -0.66 0.33 -1.60
C 1.939 0.814 -3.903 0.02 1.16 0.07
O 1.900 -0.149 -2.960 0.59 -0.50 -0.19
H 3.438 1.971 -6.768 -0.15 -0.35 0.00
H -0.176 4.843 -5.160 0.37 -0.49 0.05
H -1.074 5.123 -2.821 0.56 -0.80 -0.59
H -0.705 3.271 -1.258 -0.11 -0.08 -0.11
N -0.615 -1.177 -1.621 0.37 0.93 2.06
C -0.776 -0.896 -0.463 1.26 -0.77 -2.89
N -0.900 -0.638 0.742 0.67 0.36 1.54
C 0.218 -0.216 1.385 -0.32 0.63 0.30
N 1.085 0.256 2.002 -0.60 -1.03 -0.66
C -3.918 -1.917 7.368 -1.23 0.68 1.19
C -3.863 -0.641 6.560 0.38 0.43 -0.97
C -2.589 -0.218 6.128 -0.30 0.71 0.36
C -2.395 0.762 5.153 0.42 -0.24 -0.06
C -0.942 1.164 4.903 -0.16 1.10 -0.02
C -3.503 1.241 4.395 0.53 -0.27 1.04
As -3.263 2.168 2.654 0.04 0.31 0.44
N -0.159 -1.749 -4.246 -0.90 -0.83 -2.00
C -1.287 -1.659 -5.085 0.27 0.18 1.25
C -2.583 -1.548 -4.568 -0.19 0.20 -1.25
C -3.544 -1.052 -5.488 0.43 -0.28 1.01
C -3.228 -0.777 -6.793 1.53 -0.17 0.07
C -1.931 -1.018 -7.278 -1.15 0.27 -0.16
C -0.973 -1.456 -6.417 -0.76 -0.17 0.09
C -2.291 3.864 3.071 0.38 1.10 0.80
C -2.890 4.995 3.694 0.56 0.43 -0.69
C -4.333 5.030 4.088 -0.84 -0.97 0.48
C -2.176 6.219 3.778 -1.73 0.64 1.11
C -0.925 6.411 3.276 0.86 -0.26 0.02
C -0.292 7.807 3.313 -0.33 -0.66 0.41
C -0.322 5.273 2.737 0.29 0.42 -0.37
C -0.946 4.039 2.624 -1.27 -0.15 -0.71
C -0.283 2.926 1.848 1.23 0.86 0.38
C -4.775 0.884 4.887 -0.20 -0.17 0.17
C -6.012 1.381 4.181 -0.14 -0.08 1.05
C -4.966 0.070 6.028 1.32 -0.91 -0.48
H -4.925 -2.121 7.781 0.37 0.27 -0.15
H -3.224 -1.923 8.207 0.08 0.22 0.05
H -3.675 -2.786 6.796 0.25 -0.42 -0.80
H -1.676 -0.540 6.641 -0.47 -0.35 -0.18
H -0.871 2.271 4.693 0.04 -1.09 0.44
H -0.544 0.674 4.032 0.04 -0.27 -0.58
H -0.227 0.871 5.704 -0.83 0.36 -0.21
H -2.831 -1.854 -3.553 0.17 0.44 -0.18
H -4.536 -0.777 -5.183 -0.30 -0.30 0.43
H -3.936 -0.312 -7.418 -0.82 0.30 -0.69
H -1.709 -0.807 -8.308 0.14 -0.06 -0.24
H -0.003 -1.708 -6.722 1.30 0.07 -0.46
H -4.592 4.120 4.646 0.11 0.08 0.01
H -4.989 4.977 3.201 0.24 0.33 0.24
H -4.636 5.863 4.745 0.36 -0.12 -0.54
H -2.644 7.121 4.284 0.20 -1.32 -0.67
H 0.746 7.824 3.709 -0.62 -0.11 -0.47
H -0.923 8.394 3.995 0.34 0.10 -0.26
H -0.357 8.255 2.313 0.28 0.00 0.25
H 0.654 5.417 2.303 0.35 -0.29 -0.08
H 0.794 3.222 1.725 -0.91 -0.61 -0.15
H -0.729 2.721 0.863 0.04 0.20 0.31
H -0.318 2.016 2.429 0.09 -0.08 -0.09
H -5.961 1.154 3.129 -0.03 0.25 -0.46
H -6.044 2.452 4.389 -0.44 0.06 -0.53
H -6.923 0.903 4.583 0.40 0.28 -0.12
H -5.977 -0.123 6.375 0.12 -0.11 -0.12
```
Positions in Å, forces in eV/Å.

Output
2S+1: 4
Largest force on an atom, eV Å⁻¹: 3.25
HOMO (alpha / beta), Ha: -0.2731 / -0.2904
E, hartree: -5910.7530

***

Record 2
The following is a quantum chemistry calculation of a molecular structure, C47H46N7P2S3Se2V, from the Open Molecules 2025 dataset.

XYZ file:
```
108
Properties=species:S:1:pos:R:3:forces:R:3
V -0.152 0.506 -0.319 0.52 -0.33 0.14
C -1.275 -5.270 -0.404 0.00 -0.03 0.01
C -1.822 -4.797 0.943 0.02 0.03 0.02
S -1.650 -3.026 1.323 0.02 0.00 -0.10
C -0.298 -3.011 2.520 0.03 0.02 -0.02
C 1.076 -3.387 1.986 -0.02 0.02 0.08
S 1.645 -2.329 0.617 -0.15 -0.07 -0.07
C 2.310 -3.552 -0.543 0.02 0.01 -0.03
C 1.312 -4.364 -1.360 -0.02 -0.03 0.05
S 0.482 -5.730 -0.482 -0.01 0.02 -0.04
H -1.495 -4.552 -1.194 0.00 0.05 -0.02
H -1.806 -6.186 -0.670 0.02 -0.01 0.00
H -1.380 -5.363 1.763 0.00 -0.01 0.00
H -2.895 -4.994 0.967 0.00 0.02 0.00
H -0.561 -3.674 3.347 0.03 -0.03 -0.01
H -0.290 -2.000 2.931 -0.02 -0.03 0.00
H 1.070 -4.413 1.627 0.01 0.01 -0.02
H 1.803 -3.319 2.797 0.02 0.03 -0.01
H 2.981 -4.210 0.010 0.00 0.01 0.01
H 2.934 -2.965 -1.220 -0.01 0.00 -0.01
H 1.858 -4.828 -2.182 0.00 -0.02 0.01
H 0.557 -3.720 -1.804 -0.02 0.00 -0.02
C -4.540 0.514 0.215 -0.01 0.00 0.02
C -4.677 0.541 1.591 -0.03 0.00 -0.03
C -3.538 0.526 2.378 0.06 0.01 0.02
C -2.298 0.487 1.767 -0.10 0.00 -0.02
N -2.166 0.444 0.430 -0.07 -0.03 -0.05
C -3.268 0.464 -0.322 0.02 -0.01 0.03
C -1.025 0.494 2.511 0.05 0.02 0.05
C -0.928 0.637 3.884 0.00 -0.02 0.00
C 0.324 0.639 4.480 0.01 -0.01 -0.02
C 1.454 0.494 3.689 -0.03 0.01 0.03
C 1.287 0.350 2.327 0.03 0.02 -0.08
N 0.077 0.350 1.748 -0.05 0.09 0.11
H -5.399 0.533 -0.441 0.00 0.00 0.00
H -5.657 0.575 2.049 0.00 0.00 0.00
H -3.625 0.543 3.454 0.01 0.00 0.00
H -3.124 0.440 -1.392 -0.01 0.00 -0.01
H -1.815 0.756 4.488 0.00 0.00 -0.01
H 0.413 0.755 5.552 0.00 0.00 0.00
H 2.451 0.497 4.106 -0.01 0.00 0.01
H 2.131 0.224 1.665 0.03 0.03 -0.02
Se 2.702 6.750 -0.935 -0.03 0.03 -0.04
P 1.062 6.273 0.280 -0.05 0.05 0.01
C -0.381 7.329 0.040 0.02 0.00 -0.03
C -0.570 7.933 -1.199 0.00 0.02 0.00
C -1.679 8.738 -1.410 0.00 0.00 0.01
C -2.588 8.948 -0.383 0.01 0.00 -0.01
C -2.394 8.352 0.856 0.00 -0.01 0.02
C -1.293 7.539 1.071 -0.03 -0.02 -0.01
C 1.425 6.318 2.055 0.03 0.01 0.00
C 1.915 7.521 2.564 0.02 0.01 0.01
C 2.244 7.625 3.904 0.01 -0.01 0.00
C 2.099 6.526 4.743 0.00 0.00 0.00
C 1.617 5.327 4.240 0.00 0.00 0.00
C 1.276 5.221 2.898 -0.05 0.03 0.02
C 0.410 4.588 0.052 -0.07 -0.06 -0.05
C 0.925 3.364 -0.346 -0.01 0.11 0.11
N -0.112 2.480 -0.224 -0.12 0.10 -0.13
N -1.193 3.136 0.217 0.04 0.10 0.00
N -0.898 4.383 0.379 0.01 -0.07 0.00
P 2.528 2.707 -0.826 0.12 -0.01 0.01
Se 2.143 0.624 -1.385 -0.15 0.06 0.10
C 3.180 3.586 -2.229 -0.01 -0.04 0.00
C 4.539 3.871 -2.302 -0.01 -0.01 0.01
C 5.029 4.539 -3.413 0.00 0.00 -0.02
C 4.168 4.910 -4.436 0.02 0.01 0.01
C 2.813 4.609 -4.363 -0.02 0.01 0.00
C 2.314 3.944 -3.259 0.01 0.01 -0.01
C 3.678 2.772 0.561 -0.05 0.02 -0.02
C 3.893 3.993 1.200 -0.03 0.00 0.03
C 4.763 4.062 2.276 0.01 -0.02 -0.02
C 5.435 2.925 2.703 -0.01 0.00 -0.02
C 5.243 1.714 2.049 0.01 0.01 0.01
C 4.364 1.632 0.980 0.00 -0.03 -0.02
H 0.165 7.793 -1.982 0.00 -0.01 0.00
H -1.824 9.215 -2.370 0.00 0.00 0.01
H -3.445 9.588 -0.544 0.00 -0.01 0.00
H -3.097 8.527 1.660 0.00 0.00 -0.01
H -1.144 7.075 2.038 0.00 0.00 0.00
H 2.043 8.372 1.905 0.01 -0.01 0.00
H 2.618 8.562 4.295 0.00 0.00 0.00
H 2.360 6.608 5.790 0.00 0.00 0.00
H 1.501 4.473 4.895 0.00 0.01 0.00
H 0.890 4.283 2.517 0.00 0.00 0.00
H 5.206 3.600 -1.493 0.00 0.00 0.00
H 6.082 4.778 -3.475 -0.01 0.00 0.00
H 4.554 5.441 -5.295 0.00 0.00 0.00
H 2.147 4.911 -5.160 0.00 0.00 0.00
H 1.254 3.732 -3.183 0.00 0.00 0.00
H 3.408 4.895 0.843 0.08 -0.07 0.01
H 4.921 5.012 2.770 0.00 0.00 0.00
H 6.123 2.984 3.536 0.00 0.00 0.00
H 5.789 0.833 2.361 0.00 0.01 0.00
H 4.230 0.689 0.464 -0.02 0.00 0.00
N -1.724 -1.843 -5.811 -0.01 0.00 0.00
C -1.467 -1.344 -4.596 0.01 -0.02 0.02
C -1.379 0.047 -4.375 -0.02 0.02 -0.01
C -1.100 0.511 -3.122 0.02 0.03 0.06
N -0.912 -0.297 -2.054 0.07 -0.02 -0.16
C -1.003 -1.626 -2.256 -0.13 0.06 0.01
C -1.273 -2.180 -3.478 -0.01 -0.03 0.00
H -1.867 -1.241 -6.603 0.00 0.00 0.00
H -1.793 -2.834 -5.965 0.00 0.00 0.00
H -1.525 0.747 -5.186 0.01 0.00 0.00
H -1.020 1.576 -2.939 0.01 0.00 0.00
H -0.871 -2.242 -1.374 0.00 -0.01 0.04
H -1.337 -3.255 -3.579 0.00 0.00 0.01
```
Positions in Å, forces in eV/Å.

Output
2S+1: 3
Largest force on an atom, eV Å⁻¹: 0.63
Total charge: +2
HOMO (alpha / beta), Ha: -0.4363 / -0.4363
E, hartree: -9825.7342